[1]
{
  "formula": "C2H4NO5P",
  "method": "wB97M-V/def2-TZVPD",
  "elements": ["C", "O", "C", "O", "O", "P", "N", "O", "O", "H", "H", "H", "H"],
  "xyz": [[-1.6579, -0.1865, 0.2862], [-1.0036, 0.9171, -0.2950], [0.1537, 1.3084, 0.3601], [0.4253, 2.4804, 0.2494], [0.5610, 0.4903, 1.2697], [1.5751, -0.7377, -0.1488], [1.3438, -0.0157, -1.5782], [2.8371, -0.4578, 0.5195], [0.8259, -2.0371, 0.1676], [-1.1916, -0.2061, 1.3171], [-1.5548, -1.1303, -0.3605], [-2.8208, -0.0346, 0.1922], [0.5069, -0.3905, -1.9794]],
  "forces_ev_per_angstrom": [[-1.5, -0.8, -0.7], [-0.9, -0.1, -0.8], [-1.5, 0.7, 2.3], [0.8, 1.1, -0.7], [0.6, 0.0, -1.5], [-1.6, -1.8, -0.9], [0.9, -0.4, 1.4], [2.2, 0.2, 0.6], [0.5, 1.1, -0.5], [-1.2, -1.1, -1.0], [0.6, 1.1, 1.3], [1.8, 0.3, 0.7], [-0.6, -0.2, -0.2]],
  "homo_lumo_gap_ev": 6.9,
  "total_energy_ev": -23155.8183,
  "total_charge": -2,
  "smiles": "COC(=O)OP(=N)([O-])[O-]"
}

[2]
{
  "formula": "C4H5NO2",
  "method": "wB97M-V/def2-TZVPD",
  "elements": ["O", "O", "N", "C", "C", "C", "C", "H", "H", "H", "H", "H"],
  "xyz": [[-2.4740, -0.2887, -0.7251], [-1.9412, -0.1559, 0.6179], [-0.6026, -0.1417, 0.6129], [0.4524, -1.3592, 0.1044], [1.5312, -0.6270, -0.2410], [1.3686, 0.8354, -0.0317], [0.1352, 1.0260, 0.4070], [-2.5194, 0.6845, -0.9889], [-0.0752, -2.3495, 0.0812], [2.4559, -1.2825, -0.3625], [2.0696, 1.6448, 0.1067], [-0.4004, 2.0139, 0.4190]],
  "forces_ev_per_angstrom": [[0.1, 2.0, -0.6], [0.0, -0.4, 0.4], [3.7, -1.9, -1.5], [-4.2, 3.2, 0.9], [1.5, -1.8, 1.0], [1.0, -1.6, 0.4], [-3.5, 1.0, -0.3], [0.0, -1.7, 0.3], [1.3, 1.2, 0.0], [-0.9, 1.6, -0.4], [0.5, -0.4, -0.8], [0.6, -1.2, 0.6]],
  "homo_lumo_gap_ev": 9.7,
  "total_energy_ev": -9807.7291,
  "smiles": "OOn1cccc1"
}

[3]
{
  "formula": "C16H29N3O2S",
  "method": "wB97M-V/def2-TZVPD",
  "elements": ["C", "C", "C", "N", "C", "C", "C", "C", "C", "C", "C", "C", "O", "C", "O", "C", "C", "C", "N", "N", "C", "S", "H", "H", "H", "H", "H", "H", "H", "H", "H", "H", "H", "H", "H", "H", "H", "H", "H", "H", "H", "H", "H", "H", "H", "H", "H", "H", "H", "H", "H"],
  "xyz": [[-1.3407, -0.0706, -3.3710], [-1.2025, 0.8196, -2.4068], [-2.2733, 1.1456, -1.4101], [-1.7451, 1.3272, -0.0828], [-1.0633, 0.4352, 0.7022], [-0.8077, -0.9784, 0.3095], [-1.9956, -1.8437, 0.7685], [-2.0602, -3.1855, 0.0427], [-3.2427, -4.0463, 0.4909], [-4.5931, -3.4906, 0.0537], [0.5251, -1.4448, 0.9025], [1.7071, -0.7314, 0.2303], [1.6621, -0.8889, -1.1729], [3.0414, -1.2201, 0.8296], [4.0996, -0.3124, 0.7064], [4.5796, -0.1295, -0.6137], [5.8303, 0.7410, -0.5576], [6.9851, 0.0280, 0.1342], [-0.7234, 0.9730, 1.8307], [-1.1848, 2.2467, 1.7833], [-1.8215, 2.5109, 0.6167], [-2.5374, 3.9066, 0.1392], [-0.5566, -0.2579, -4.0829], [-2.2483, -0.6401, -3.4935], [-0.2854, 1.3813, -2.2976], [-3.0476, 0.3716, -1.4027], [-2.7404, 2.1068, -1.6682], [-0.7410, -1.0176, -0.7829], [-2.9192, -1.2938, 0.5800], [-1.9207, -2.0043, 1.8455], [-2.1307, -3.0107, -1.0338], [-1.1395, -3.7419, 0.2282], [-3.1224, -5.0459, 0.0672], [-3.2242, -4.1444, 1.5783], [-5.3881, -4.1814, 0.3240], [-4.6160, -3.3499, -1.0250], [-4.8015, -2.5372, 0.5319], [0.5346, -1.2296, 1.9696], [0.6334, -2.5217, 0.7566], [1.6288, 0.3471, 0.3976], [1.7566, -1.8266, -1.3800], [2.9174, -1.3654, 1.9053], [3.3086, -2.1875, 0.3679], [4.8190, -1.1094, -1.0574], [3.8127, 0.3497, -1.2357], [6.1107, 1.0119, -1.5770], [5.5853, 1.6531, -0.0126], [7.2734, -0.8619, -0.4218], [7.8492, 0.6837, 0.2081], [6.6847, -0.2694, 1.1350], [-1.0367, 2.8851, 2.5463]],
  "forces_ev_per_angstrom": [[0.0, 0.0, -0.1], [-0.1, 0.0, 0.1], [-0.2, 0.0, -0.5], [0.2, 0.5, 0.7], [0.2, 0.0, 0.2], [0.0, -0.2, 0.2], [0.1, -0.1, -0.4], [-0.1, 0.0, 0.3], [0.0, 0.1, -0.2], [0.2, -0.1, 0.2], [0.1, 0.4, -0.4], [0.2, -0.3, 0.7], [0.0, -0.1, -0.5], [-0.4, 0.2, 0.0], [0.2, 0.1, 0.0], [0.1, 0.4, -0.3], [-0.2, -0.4, 0.1], [-0.1, 0.2, -0.1], [0.4, -0.7, 0.2], [-0.4, -0.2, -0.9], [0.0, 0.0, 0.3], [-0.3, 0.8, -0.2], [0.2, 0.0, -0.1], [-0.2, -0.1, 0.0], [0.2, 0.1, 0.0], [0.0, 0.1, 0.0], [0.0, -0.2, 0.1], [0.0, 0.0, 0.2], [-0.1, 0.0, 0.1], [-0.1, 0.0, 0.1], [0.1, 0.0, -0.1], [0.1, 0.0, -0.1], [0.0, 0.0, 0.1], [0.0, -0.1, 0.0], [-0.1, 0.0, 0.0], [0.0, 0.0, -0.1], [-0.1, 0.1, 0.0], [0.0, -0.1, 0.1], [0.0, -0.1, 0.1], [0.0, -0.1, 0.1], [0.0, 0.0, 0.0], [0.0, -0.1, -0.1], [-0.1, 0.0, 0.1], [-0.1, 0.0, 0.0], [0.1, -0.1, 0.1], [-0.1, 0.1, 0.0], [0.0, 0.1, -0.1], [0.1, -0.1, 0.0], [0.1, 0.0, 0.0], [0.1, -0.1, 0.1], [-0.1, 0.0, -0.1]],
  "homo_lumo_gap_ev": 8.5,
  "total_energy_ev": -36462.6766,
  "smiles": "C=CCn1c([C@H](CCCC)C[C@H](O)COCCC)n[nH]c1=S"
}

[4]
{
  "formula": "C17H15KN7O2SSbSe4",
  "method": "wB97M-V/def2-TZVPD",
  "elements": ["K", "S", "N", "C", "C", "C", "C", "C", "N", "C", "C", "N", "C", "C", "C", "C", "C", "N", "H", "H", "H", "H", "H", "H", "Se", "Sb", "Se", "Se", "Se", "N", "C", "C", "O", "O", "H", "H", "H", "H", "H", "N", "C", "C", "N", "C", "H", "H", "H", "H"],
  "xyz": [[-9.5236, -10.5446, 8.9306], [-9.2241, -9.0488, 17.1840], [-10.5208, -9.2064, 16.2662], [-10.0740, -9.6994, 15.1051], [-10.8707, -9.9118, 13.8815], [-12.2270, -9.6498, 13.7663], [-12.7833, -9.7429, 12.5819], [-12.0878, -10.2097, 11.4743], [-10.8135, -10.5536, 11.6202], [-10.1991, -10.3898, 12.7938], [-8.7579, -10.7299, 12.7477], [-8.2326, -11.0905, 11.5725], [-6.8899, -11.2663, 11.5620], [-6.0981, -11.0196, 12.6656], [-6.6722, -10.6455, 13.8592], [-8.0139, -10.4383, 13.9677], [-8.7108, -9.9974, 15.0564], [-8.1021, -9.6494, 16.2309], [-12.7597, -9.3207, 14.6070], [-13.8649, -9.4710, 12.4796], [-12.5041, -10.3479, 10.5280], [-6.4446, -11.5945, 10.5323], [-5.0787, -11.1191, 12.5647], [-6.0692, -10.4985, 14.7424], [-9.5671, -7.5017, 5.2934], [-8.8533, -7.2003, 7.6842], [-7.1213, -8.7403, 8.5502], [-11.0117, -7.7565, 8.9245], [-8.2982, -4.8611, 8.0055], [-8.7168, -6.1262, 11.0747], [-8.7272, -7.1761, 12.1115], [-8.8003, -6.6086, 13.5346], [-8.8329, -7.2339, 14.5682], [-8.6805, -5.2965, 13.4397], [-7.9134, -6.1318, 10.4112], [-8.7414, -4.9893, 12.5021], [-9.5911, -6.1447, 10.5315], [-7.8688, -7.7733, 12.0990], [-9.6221, -7.8625, 12.0180], [-10.8421, -10.2728, 6.2639], [-10.0854, -11.3489, 5.8688], [-10.8403, -12.4240, 6.2944], [-11.9938, -12.0559, 6.9466], [-11.9481, -10.6939, 6.8915], [-10.6136, -9.2341, 6.0871], [-9.1888, -11.2417, 5.3026], [-10.3604, -13.4081, 6.3306], [-12.7434, -10.0699, 7.2693]],
  "forces_ev_per_angstrom": [[-0.3, -0.3, 0.3], [0.2, 0.0, 0.3], [0.0, -0.2, -0.9], [-1.6, -0.3, -0.7], [0.8, 0.1, 2.2], [1.9, 0.3, 1.7], [-3.9, 0.2, -2.7], [2.0, -0.2, 1.9], [-0.9, -0.2, -1.1], [0.5, -0.7, -1.9], [0.1, 1.3, 1.3], [1.2, -0.4, 1.0], [-0.6, -0.2, -2.1], [-1.6, -0.2, -0.2], [1.1, 0.1, 0.8], [-0.2, -2.0, -4.9], [-0.1, 1.9, 4.6], [-0.1, -0.6, -1.0], [-0.6, 0.5, 1.1], [1.0, -0.3, -0.1], [-0.7, 0.0, -1.4], [-0.8, 0.8, 2.1], [2.1, -0.2, 0.0], [0.2, 0.1, 0.0], [0.4, 0.0, 0.3], [-1.0, 0.2, -0.6], [0.5, 0.0, -0.1], [0.2, 0.1, 0.1], [0.2, 0.2, 0.1], [0.1, -0.3, 0.5], [-2.4, 0.0, -0.4], [0.8, 0.8, -2.1], [-0.2, 0.3, 0.0], [-0.4, 1.1, 2.4], [-0.9, -0.2, 0.7], [0.2, -1.0, -0.6], [0.6, -0.1, 0.0], [1.4, -1.1, -0.3], [0.9, 0.6, -0.3], [-0.1, 1.5, -0.2], [-1.9, 0.3, 0.7], [1.4, -0.6, 0.4], [0.7, 1.4, -0.2], [-0.1, -2.3, -0.3], [0.1, -0.8, -0.2], [0.4, 0.1, 0.0], [-1.0, 0.0, -0.2], [0.4, 0.2, 0.0]],
  "homo_lumo_gap_ev": 4.6,
  "total_energy_ev": -327487.1620,
  "total_charge": -2
}